[1]
Formula: C2H5NS
Source: the Open Molecules 2025 dataset
Level of theory: ωB97M-V with the def2-TZVPD basis set

Values from the calculation:
Relative energy (zero: lowest compared OMol25 entry of this formula, charge and spin) in eV: 4.138
E_LUMO (alpha / beta) in eV: -0.41 / -0.60
Orbital gap (alpha / beta) in eV: 7.90 / 7.76

Structure (ORCA input):
```
! RIJCOSX wB97M-V def2-TZVPD def2/J DEFGRID3
* xyz 0 1
C -0.50947 1.41762 -1.57886
C -0.15696 0.23203 -1.09416
N 0.52793 -1.22044 2.28609
S 0.43944 0.22867 1.52328
H -0.94487 1.34990 -2.62641
H -0.52231 2.37496 -1.12663
H -0.07661 -0.64412 -1.68388
H 1.40725 -1.83981 2.27764
H -0.16440 -1.89881 2.02293
*
```

=====

[2]
Formula: C3H3N2O
Source: the Open Molecules 2025 dataset
Level of theory: ωB97M-V with the def2-TZVPD basis set

Values from the calculation:
Relative energy (zero: lowest compared OMol25 entry of this formula, charge and spin) in eV: 2.160
E_LUMO in eV: -6.61
Orbital gap in eV: 7.14

Structure (ORCA input):
```
! RIJCOSX wB97M-V def2-TZVPD def2/J DEFGRID3
* xyz 1 1
C -0.99725 -1.70765 0.12332
C -2.55168 -3.51496 -0.39308
C -0.13694 -0.71444 0.18744
N -1.85423 -2.61533 0.12787
N -0.03374 0.51089 -0.36772
O -3.24189 -4.39164 -0.61656
H 0.93956 -1.02115 0.51487
H 0.89433 0.93860 -0.33887
H -0.77981 1.06930 -0.86661
*
```

=====

[3]
Formula: C4H13NS
Source: the Open Molecules 2025 dataset
Level of theory: ωB97M-V with the def2-TZVPD basis set

Values from the calculation:
Relative energy (zero: lowest compared OMol25 entry of this formula, charge and spin) in eV: 1.095
E_LUMO in eV: 0.93
Orbital gap in eV: 9.42

Structure (ORCA input):
```
! RIJCOSX wB97M-V def2-TZVPD def2/J DEFGRID3
* xyz 0 1
C 3.04990 -1.01011 0.06674
C 2.11434 0.13227 0.54684
S 1.52830 1.17837 -0.93278
H 2.64733 -1.85275 -0.48967
H 3.99252 -0.67154 -0.34536
H 3.38059 -1.44884 0.98529
H 1.20498 -0.28974 1.00379
H 2.69118 0.76105 1.21897
C -2.87913 1.00747 0.00485
C -1.70579 0.13870 0.38148
N -1.17183 -0.55491 -0.74961
H -3.16956 1.51007 0.96153
H -3.83793 0.49265 -0.33471
H -2.55355 1.74105 -0.75630
H -1.98341 -0.53152 1.18385
H -0.94545 0.78017 0.83577
H 0.45502 0.75770 -1.64360
H -0.90947 -1.54048 -0.44653
H -1.90805 -0.59963 -1.49056
*
```

=====

[4]
Formula: C3H6FO5P
Source: the Open Molecules 2025 dataset
Level of theory: ωB97M-V with the def2-TZVPD basis set

Values from the calculation:
E_LUMO in eV: 6.78
Orbital gap in eV: 7.29

Structure (ORCA input):
```
! RIJCOSX wB97M-V def2-TZVPD def2/J DEFGRID3
* xyz -2 1
C -0.66342 -0.41224 -0.93522
C -0.24016 0.26187 0.35258
C 0.68478 1.44921 0.10289
O 2.09816 -1.38415 0.72376
O 3.53896 0.84658 0.98991
O 3.92435 -0.83470 -1.00697
O 1.22271 2.08643 1.03542
O 1.88015 0.59753 -0.93574
F 0.08576 2.26352 -1.00690
P 2.84195 -0.35770 -0.04742
H -0.76100 -1.47843 -0.75476
H -1.64063 -0.06138 -1.34359
H 0.07467 -0.29531 -1.72552
H 0.43591 -0.18131 1.02405
H -1.00489 0.67319 0.87269
H 2.91774 1.49849 0.75174
*
```

=====

[5]
Formula: C4H9NO
Source: the Open Molecules 2025 dataset
Level of theory: ωB97M-V with the def2-TZVPD basis set

Values from the calculation:
Relative energy (zero: lowest compared OMol25 entry of this formula, charge and spin) in eV: 5.692
E_LUMO in eV: 1.05
Orbital gap in eV: 8.86

Structure (ORCA input):
```
! RIJCOSX wB97M-V def2-TZVPD def2/J DEFGRID3
* xyz 0 1
O -2.33481 -0.33873 -0.39263
C -1.34247 -0.51920 1.13223
C -0.30772 0.52895 0.81363
N 0.27460 0.24862 -0.50361
C 1.64170 0.67459 -0.73426
C 1.31372 -0.76248 -0.55540
H -1.58551 -0.07542 -0.98262
H -2.25464 -1.30541 -0.33382
H -2.07352 -0.06816 1.82347
H -0.65784 1.57331 0.77352
H 0.43789 0.45819 1.62815
H 1.86108 1.07338 -1.72145
H 2.14823 1.17770 0.08891
H 1.58895 -1.24157 0.38230
H 1.29035 -1.42376 -1.41843
*
```

=====

[6]
Formula: C5H10N2O
Source: the Open Molecules 2025 dataset
Level of theory: ωB97M-V with the def2-TZVPD basis set

Values from the calculation:
Relative energy (zero: lowest compared OMol25 entry of this formula, charge and spin) in eV: 1.788
E_LUMO in eV: 0.81
Orbital gap in eV: 9.41

Structure (ORCA input):
```
! RIJCOSX wB97M-V def2-TZVPD def2/J DEFGRID3
* xyz 0 1
C 1.30915 -1.40313 -0.86076
C -1.71736 -0.35800 -0.37375
N 1.01450 0.46640 2.13549
C 0.95571 0.02550 -0.55073
C -0.55787 0.45776 0.14829
N -0.79282 1.84728 0.13696
C 0.07049 -0.02169 1.41808
O 1.57590 0.96723 -0.97595
H 1.44708 1.30961 1.76001
H -0.00325 2.39202 0.46486
H -1.08977 2.19002 -0.76820
H -0.36921 -0.94768 1.78251
H 2.26690 -1.43782 -1.37484
H 1.38320 -1.97684 0.06012
H 0.55263 -1.85095 -1.50452
H -2.62237 -0.07012 0.16023
H -1.55777 -1.42262 -0.22050
H -1.86512 -0.16696 -1.43730
*
```

=====

[7]
Formula: C14H17P
Source: the Open Molecules 2025 dataset
Level of theory: ωB97M-V with the def2-TZVPD basis set

Values from the calculation:
Relative energy (zero: lowest compared OMol25 entry of this formula, charge and spin) in eV: 1.757
E_LUMO in eV: 0.20
Orbital gap in eV: 8.21

Structure (ORCA input):
```
! RIJCOSX wB97M-V def2-TZVPD def2/J DEFGRID3
* xyz 0 1
C 4.10076 0.63983 0.00287
C 3.33814 0.30584 1.16832
C 3.63438 0.27697 -1.16858
C 2.11178 -0.28498 0.91205
C 2.50816 -0.45866 -1.44064
C 1.75430 -0.73947 -0.32442
C -0.15475 1.83998 0.39594
C -2.44953 -1.05856 -0.01230
C -3.45788 -0.21921 0.07958
C -0.85401 0.84887 0.96151
C -1.04884 -0.72780 0.04692
C 2.01887 -0.89508 -2.77238
C -4.90989 -0.52260 -0.18582
C -1.33085 0.67602 2.37473
P 0.21113 -1.64368 -0.59633
H 5.06632 1.15982 0.08048
H 3.50285 0.47951 2.25772
H 4.32968 0.62001 -1.99295
H 1.62711 -0.53083 1.87815
H -0.02191 2.81470 0.77720
H 0.38306 1.73804 -0.65071
H -2.72480 -2.17491 0.06793
H -3.33130 0.87038 0.25065
H 2.49023 -0.52278 -3.60647
H 2.15786 -1.95145 -3.04909
H 0.99037 -0.63791 -2.94114
H -5.11352 -0.15545 -1.20888
H -5.38058 0.07834 0.61200
H -5.25584 -1.57098 -0.24768
H -1.12587 -0.47007 2.70061
H -0.68981 1.33691 3.05576
H -2.37562 0.87921 2.57499
*
```

=====

[8]
Formula: C4H8IMnNOS3Sb
Source: the Open Molecules 2025 dataset
Level of theory: ωB97M-V with the def2-TZVPD basis set

Values from the calculation:
Relative energy (zero: lowest compared OMol25 entry of this formula, charge and spin) in eV: 0.043
E_LUMO (alpha / beta) in eV: 4.30 / 4.30
Orbital gap (alpha / beta) in eV: 4.65 / 4.73

Structure (ORCA input):
```
! RIJCOSX wB97M-V def2-TZVPD def2/J DEFGRID3
* xyz -2 5
Mn 0.20396 0.10169 -0.22695
S -3.49800 1.07843 2.92562
Sb -2.99609 0.68656 0.69893
S -1.50926 -1.30156 0.62011
S -1.04952 2.07837 0.11570
N 1.03636 -2.77587 2.28545
C 1.45974 -1.92680 1.29194
O 1.75244 -0.76541 1.54211
C 1.59982 -2.49322 -0.10619
C 1.00442 -1.57438 -1.18862
H 0.65787 -2.24149 3.05720
H 0.38095 -3.46734 1.95167
H 1.15546 -3.49347 -0.12647
H 2.68032 -2.61799 -0.24563
H 0.16943 -2.08306 -1.67126
H 1.75083 -1.33157 -1.94389
I 3.75511 0.68648 -1.29731
C 1.69568 1.34266 -0.98791
H 1.84899 2.18574 -0.31751
H 1.41837 1.73639 -1.96550
*
```

=====

Repeat the first record exactly.
Formula: C2H5NS
Source: the Open Molecules 2025 dataset
Level of theory: ωB97M-V with the def2-TZVPD basis set

Values from the calculation:
Relative energy (zero: lowest compared OMol25 entry of this formula, charge and spin) in eV: 4.138
E_LUMO (alpha / beta) in eV: -0.41 / -0.60
Orbital gap (alpha / beta) in eV: 7.90 / 7.76

Structure (ORCA input):
```
! RIJCOSX wB97M-V def2-TZVPD def2/J DEFGRID3
* xyz 0 1
C -0.50947 1.41762 -1.57886
C -0.15696 0.23203 -1.09416
N 0.52793 -1.22044 2.28609
S 0.43944 0.22867 1.52328
H -0.94487 1.34990 -2.62641
H -0.52231 2.37496 -1.12663
H -0.07661 -0.64412 -1.68388
H 1.40725 -1.83981 2.27764
H -0.16440 -1.89881 2.02293
*
```